1.
DFT (ωB97M-V with the def2-TZVPD basis set) results for C19H42InN2O7 as an isolated structure in a non-equilibrium geometry.

The geometry in XYZ format:
```
71
Properties=species:S:1:pos:R:3:forces:R:3
C 3.55032 -3.88427 -0.91234 -0.6207 -0.0149 0.0766
O 2.36454 -3.73955 -1.66152 0.8105 0.2254 -0.0590
C 2.45183 -2.54934 -2.48119 -0.4111 0.4672 -0.6439
In 0.82989 -1.02644 -2.13281 -0.8699 -0.2336 0.6332
C 0.21428 -0.83396 0.03673 -0.0445 0.3069 -0.2685
C -1.04810 -1.48234 -3.27886 -0.4093 -0.1448 0.4688
N -2.22340 -1.66755 -2.36367 0.1367 -0.1088 -0.5656
N 1.71676 0.89880 -2.67339 0.4884 -0.4440 -0.2883
C 2.92543 0.87176 -2.33116 -0.4435 -0.0381 -0.1517
C 3.41462 0.80192 -0.86605 0.6243 0.2839 -0.3893
C 4.08718 0.92242 -3.36431 0.2096 0.2284 1.1305
H 3.62009 -3.05239 -0.19410 0.2312 -0.1212 0.0254
H 4.44209 -3.87798 -1.55735 -0.0483 -0.0429 0.0673
H 3.49357 -4.83325 -0.36566 0.0404 0.1441 -0.0449
H 2.38492 -2.85983 -3.53942 0.0304 -0.0737 0.2426
H 3.42923 -2.04655 -2.39838 -0.0285 -0.2942 0.2272
H 0.67547 -1.57535 0.69872 -0.1017 0.0810 -0.0495
H 0.47680 0.17415 0.38943 0.1332 -0.1844 -0.0261
H -0.87840 -0.89806 0.13489 0.1907 -0.2431 0.0007
H -0.96674 -2.42812 -3.83751 0.2657 0.3534 -0.1531
H -1.34431 -0.68891 -3.97652 0.2883 -0.1931 -0.0822
H -1.92878 -2.02283 -1.46451 -0.0619 0.2779 0.0645
H -2.73152 -0.79381 -2.26936 0.3100 -0.4874 0.3074
H 2.60773 0.68470 -0.14571 -0.0702 -0.1646 -0.1905
H 3.92254 1.75536 -0.64099 0.0136 -0.1650 0.0054
H 4.17177 0.00916 -0.76938 -0.1915 0.0606 0.2006
H 3.82732 0.40024 -4.28192 -0.1534 0.2582 -0.0222
H 4.97778 0.45156 -2.92086 -0.0494 0.0574 -0.2130
H 4.33783 1.97882 -3.52154 0.0048 -0.1495 -0.3498
O -2.41309 -3.47554 0.20974 0.0047 0.1722 0.3087
C -3.58931 -3.36662 0.38826 0.0462 -0.4782 -0.1869
O -4.07545 -2.28338 1.03627 0.1255 0.4081 0.0608
C -5.46996 -2.00953 1.15074 -0.1007 -0.1073 0.0279
C -6.09808 -2.77064 2.30112 0.0285 -0.1176 0.0659
C -4.53935 -4.46135 -0.03178 -0.3572 0.1239 -0.3726
H -5.97763 -2.18925 0.20173 0.0128 -0.0426 0.0156
H -5.54280 -0.93954 1.34396 0.1380 0.0252 -0.0348
H -6.02338 -3.84884 2.15934 -0.0580 0.0074 -0.0616
H -7.15277 -2.50931 2.40328 0.0089 0.0180 -0.0008
H -5.58505 -2.53378 3.23387 -0.0185 0.0742 -0.0162
H -4.52071 -5.25133 0.71882 0.0183 0.0051 0.0035
H -4.19184 -4.86076 -0.98155 0.1777 -0.0341 0.0953
H -5.56545 -4.13175 -0.18136 -0.0073 -0.0531 0.1287
O -3.96573 0.58577 -2.03432 -0.6083 0.5542 -0.1200
C -3.86890 1.46392 -1.22210 0.5535 -0.2676 0.2489
O -4.30099 2.70100 -1.53942 -0.4068 0.1153 -0.2848
C -4.35466 3.77441 -0.60228 0.1886 0.1296 0.1134
C -3.01222 4.46290 -0.46255 0.1283 -0.0665 0.0107
C -3.19080 1.22404 0.10178 -0.3516 0.1654 0.3414
H -4.74997 3.43162 0.35607 0.0780 -0.0396 0.0134
H -5.08349 4.47649 -1.00684 -0.0396 -0.1005 -0.1085
H -2.24768 3.78434 -0.08540 -0.0344 0.0050 0.0619
H -3.08624 5.31142 0.21976 -0.0201 0.0010 -0.0103
H -2.67032 4.82091 -1.43371 -0.0602 0.0303 -0.0036
H -2.11063 1.26293 -0.04611 0.0092 -0.0775 -0.0145
H -3.45707 0.23068 0.45043 0.1806 -0.1829 -0.1449
H -3.47356 1.92779 0.88339 0.1316 0.0782 -0.0675
O 2.15677 1.86543 3.32790 -0.0517 0.2617 0.0467
C 3.31496 2.14200 3.44828 0.0181 -0.4861 -0.0977
O 3.74718 3.36524 3.07957 -0.2215 0.4076 0.0333
C 5.06856 3.84034 3.32649 0.2043 -0.0869 -0.1103
C 6.04022 3.36756 2.26410 0.0107 -0.1104 -0.0594
C 4.31198 1.11841 3.93476 0.2343 0.1396 0.4441
H 5.39185 3.57830 4.33616 0.0098 -0.0739 -0.0234
H 4.99680 4.92702 3.29493 -0.1483 -0.0117 -0.0060
H 6.11995 2.28083 2.24446 0.0332 0.0064 0.0579
H 7.03382 3.78249 2.44186 -0.0135 0.0185 0.0037
H 5.69969 3.68007 1.27698 -0.0037 0.0566 0.0278
H 4.57953 0.46755 3.10310 -0.0376 -0.0010 -0.0115
H 3.83844 0.52575 4.71406 -0.1324 -0.0917 -0.1722
H 5.21664 1.54405 4.36493 0.0565 -0.0148 -0.1544
```
Positions in Å, forces in eV/Å.

Summary:
highest occupied orbital energy = -3.01 eV
net charge = -1
HOMO-LUMO gap = 5.42 eV


2.
DFT (ωB97M-V with the def2-TZVPD basis set) results for C19H42NO2P3SZr as an isolated structure in a non-equilibrium geometry.

The geometry in XYZ format:
```
69
Properties=species:S:1:pos:R:3:forces:R:3
Zr 0.10845 -0.21753 0.23759 0.8382 0.3908 2.1776
P -1.80499 1.76401 0.39674 -1.1346 1.7461 0.0813
P -1.88335 -1.39941 1.91045 -1.3180 -0.2753 1.0948
P 2.05392 1.75335 -0.57314 -0.2047 1.6554 1.6578
H -2.00129 -3.21756 -0.32370 0.2003 0.6953 0.3577
C -1.26859 -2.66451 -0.91715 2.1556 -0.8713 0.3286
C 0.08948 -2.65129 -0.59239 -0.6878 -0.9256 -0.0261
H 0.53028 -3.01477 0.37640 -1.0754 0.0192 -0.6523
C -2.98333 1.82249 -0.98898 0.2855 -0.5386 -0.2235
C -2.91288 2.03062 1.84802 0.2629 -0.8485 0.3519
C -1.23364 3.51656 0.42386 0.8559 -0.2632 -0.3019
C -1.63952 -3.16261 2.35772 0.5568 -0.1644 -0.4055
C -2.39279 -0.93662 3.63582 0.5242 0.7523 0.1267
C -3.53785 -1.40787 1.11914 0.2341 -0.0466 -0.3720
C 3.76127 1.17693 -0.87601 0.0280 -0.4190 0.0536
C 2.30634 2.79065 0.92147 0.2308 -0.0573 -0.1837
C 1.62216 3.06934 -1.81167 -0.2295 -0.2228 -0.2938
H -1.66201 -2.32602 -1.87374 0.3791 -0.0904 -0.1689
H 0.89335 -2.68938 -1.34940 -0.7436 0.8748 -0.0533
H -3.69763 2.63360 -0.79772 0.1241 -0.2349 -0.1178
H -3.50187 0.86239 -1.08436 -0.1291 0.2439 -0.0397
H -2.43557 2.00731 -1.91954 -0.1929 0.0719 0.0684
H -3.41565 2.99449 1.70229 0.0952 -0.3197 -0.0908
H -2.30412 2.09260 2.75405 -0.0937 0.0843 -0.0739
H -3.65426 1.24234 1.97636 0.0411 0.2413 0.0363
H -2.12784 4.15266 0.48620 0.2825 -0.2425 -0.1462
H -0.66021 3.75792 -0.47530 -0.1358 0.1130 0.1498
H -0.61056 3.69375 1.30698 -0.2172 0.0137 -0.1281
H -2.61296 -3.64982 2.50102 0.2367 0.1486 0.0074
H -1.08770 -3.18541 3.30508 -0.1183 -0.1461 -0.2799
H -1.06324 -3.70888 1.61226 -0.1358 -0.2162 0.1466
H -3.40989 -1.32707 3.84195 0.5523 0.1222 -0.2643
H -2.38204 0.14665 3.81321 -0.1133 -0.3620 0.0088
H -1.69038 -1.41734 4.33547 -0.3183 0.2576 -0.1624
H -4.07678 -2.22394 1.62117 -0.1348 0.3196 -0.3577
H -3.42936 -1.60743 0.04878 -0.3934 -0.0749 0.1672
H -4.07872 -0.46112 1.23278 0.1606 -0.3923 0.0596
H 4.37045 1.89792 -1.41267 -0.2122 0.3803 -0.1626
H 3.86729 0.23008 -1.39984 -0.2216 -0.0826 -0.0771
H 4.22813 1.07134 0.10039 -0.0048 -0.1165 0.1605
H 3.13526 3.45417 0.66301 -0.0615 0.1696 0.2492
H 2.59498 2.19912 1.80114 -0.0707 0.2070 -0.2997
H 1.40975 3.38324 1.13772 0.3666 -0.1850 -0.0071
H 2.41240 3.11000 -2.56056 0.0637 -0.0723 -0.0466
H 1.55280 4.06321 -1.36841 0.1925 -0.1542 0.3453
H 0.68350 2.89393 -2.34734 0.2080 -0.1562 0.1790
C 1.12694 -0.77474 -4.00624 -0.2031 -0.2135 0.4842
C 0.55988 -0.33119 -5.23152 0.0177 0.0137 0.6096
C 0.82482 -1.10424 -6.39088 -0.6645 1.2262 0.6750
C 1.61728 -2.25133 -6.36296 -0.2527 0.8192 0.6158
C 2.05310 -2.69164 -5.11801 0.4304 -0.2874 0.5760
C 1.85485 -1.96521 -3.94122 0.0276 -0.3668 -0.1465
S 1.10371 0.11099 -2.39628 -1.8116 -1.4645 -1.7635
H -0.20380 -0.34716 -1.72261 0.9103 0.7109 -1.8522
H -0.06378 0.58916 -5.19684 0.5202 -0.8529 -0.5360
H 0.36080 -0.78419 -7.31740 0.1943 0.0744 0.0082
H 1.90405 -2.72671 -7.29831 -0.2378 -0.2231 0.3143
H 2.56246 -3.63427 -5.04696 0.3852 -0.1826 -0.0175
H 2.27781 -2.26995 -2.96774 -0.1387 -0.1129 -0.8312
N 2.44520 -1.14621 4.40717 -0.3375 -0.1303 0.3778
C 1.63186 0.13220 4.11794 1.1583 -1.1636 1.0563
C 1.10406 0.00952 2.74429 -1.4329 0.8348 -1.6188
O 0.36436 0.92781 2.24299 0.9498 -1.5559 0.1772
O 1.37483 -1.03023 2.04842 -0.4518 0.7935 -0.6241
H 1.80801 -1.92324 4.68290 0.4970 0.5013 -0.1303
H 3.05541 -0.96153 5.21983 0.0518 -0.2538 -0.2917
H 2.99813 -1.51076 3.60177 -0.2602 0.5295 0.5533
H 0.86968 0.15115 4.91027 0.0074 0.3814 -0.4579
H 2.30956 0.98968 4.22627 -0.2869 -0.1057 -0.0515
```
Positions in Å, forces in eV/Å.

Summary:
highest occupied orbital energy = -19.33 eV
net charge = +4
ΔE to the lowest compared entry with this formula, charge and spin = 0.0 kcal/mol
HOMO-LUMO gap = 5.30 eV


3.
DFT (ωB97M-V with the def2-TZVPD basis set) results for C19H42NO3P3Tm as an isolated structure in a non-equilibrium geometry.

The geometry in XYZ format:
```
69
Properties=species:S:1:pos:R:3:forces:R:3
Tm -0.07968 -0.18615 0.36195 0.3101 0.4377 -0.6132
P 1.11573 -2.27474 -0.77891 -0.0819 -1.4708 -0.9670
P 2.62876 -0.04367 1.29467 0.8896 0.2741 0.8741
P -2.90374 0.56731 -0.03596 -1.2655 0.0668 0.4920
H 1.76582 2.85575 -0.57013 0.0909 0.6810 0.2326
C 0.81452 3.33407 -0.32193 0.0291 0.0638 0.1027
C 0.33940 3.43688 0.91971 -0.1812 -0.6943 0.1494
H 0.93595 3.23782 1.80595 -0.0756 -0.2978 -0.2089
C 2.05989 -2.49732 -2.32183 0.4282 0.0233 -0.6945
C 1.73120 -3.51687 0.40958 -0.1253 0.1369 0.1765
C -0.51488 -2.97816 -1.29668 -0.1720 0.0702 0.0632
C 3.06601 1.47931 2.20855 -0.1679 0.2403 -0.1495
C 3.02793 -1.20633 2.66230 -0.1487 -0.2987 -0.1345
C 4.07912 -0.23595 0.20159 -0.1977 0.0411 -0.3697
C -3.44537 2.15856 0.70136 0.2949 0.5261 0.0522
C -3.85311 -0.54564 1.07933 -0.0786 -0.4122 -0.0594
C -3.90447 0.53196 -1.57678 0.2317 -0.2327 -0.3229
H 0.27998 3.76700 -1.16510 -0.0302 -0.3819 0.1839
H -0.71170 3.62683 1.12915 0.3094 0.8371 -0.1208
H 1.36160 -2.40521 -3.17363 0.2658 -0.0788 0.4142
H 2.52373 -3.49852 -2.36749 -0.2971 0.3405 0.1347
H 2.86060 -1.75900 -2.49132 -0.2780 -0.2573 0.3228
H 1.48707 -4.53776 0.11236 0.0657 0.0768 -0.1741
H 1.25336 -3.32585 1.37692 0.1041 -0.1033 -0.0838
H 2.81197 -3.42005 0.52941 -0.0739 -0.0663 -0.0367
H -0.36179 -3.98621 -1.71444 -0.1701 0.3156 0.1507
H -0.98270 -2.34032 -2.06685 0.2300 -0.2237 0.1594
H -1.21683 -3.04656 -0.44876 0.1837 -0.1277 -0.1674
H 4.13667 1.44627 2.45410 -0.3234 0.0911 -0.0304
H 2.48126 1.52226 3.13588 0.1306 0.0790 -0.2106
H 2.84539 2.36857 1.60967 0.2322 -0.0940 0.1780
H 4.06153 -1.02469 2.98827 -0.2886 -0.0489 -0.0347
H 2.92832 -2.24910 2.34907 0.1077 0.2161 0.1955
H 2.35421 -1.02435 3.50960 0.1979 -0.0332 -0.1215
H 4.97172 0.16322 0.70222 -0.2247 -0.2066 -0.1494
H 3.90059 0.33486 -0.71771 0.1943 -0.0821 0.1142
H 4.24301 -1.28501 -0.07149 -0.0017 0.1914 0.0660
H -4.35015 2.53583 0.19908 0.3485 -0.1609 0.2014
H -2.65170 2.91250 0.61671 -0.3727 -0.0469 0.0234
H -3.67098 2.01494 1.76792 0.1320 0.1054 -0.3309
H -4.93198 -0.43265 0.89422 0.3175 -0.0639 0.0623
H -3.66330 -0.27015 2.12752 0.0138 -0.0448 -0.3056
H -3.56263 -1.59430 0.92735 -0.2264 0.2161 0.0416
H -4.86693 1.01611 -1.38502 0.1415 -0.1130 0.0594
H -4.09662 -0.49554 -1.90763 0.1250 0.1478 0.0999
H -3.41557 1.06027 -2.40425 0.0008 -0.0620 0.2168
C 0.05193 1.30806 -2.87082 0.0171 0.2893 0.4022
C 0.81661 0.52708 -3.72732 -0.2722 0.3013 -0.1409
C 0.47625 0.65904 -5.08270 -0.3028 0.2262 0.4424
C -0.52054 1.57151 -5.44840 0.2466 0.3663 -0.4917
C -0.99960 2.55182 -4.56760 0.2542 -0.2234 -0.2255
C -0.67348 2.43702 -3.22915 0.0006 -0.8444 -0.4510
O -0.13118 0.90364 -1.51090 0.2898 0.9498 0.4074
H -0.67972 1.61043 -1.05078 0.6892 -0.3349 -1.1208
H 1.67946 -0.06253 -3.38935 -0.8343 -0.0373 -0.0723
H 0.95153 0.01885 -5.82600 -0.1022 0.3002 0.1452
H -0.84954 1.59622 -6.47906 0.0919 0.0494 -0.0148
H -1.62635 3.38464 -4.88448 0.1852 -0.3168 -0.1801
H -0.96684 3.16398 -2.48486 -0.4612 -0.1429 -0.0501
N -1.65609 -1.70665 4.45951 -0.3190 -0.1061 0.6255
C -0.66977 -0.58347 4.34902 -0.2219 -0.2482 1.1486
C -0.57095 -0.36475 2.88326 0.1237 1.0895 -2.6045
O -0.22940 0.74032 2.31897 -0.4937 -1.3422 2.4013
O -0.86284 -1.37384 2.12839 0.4984 0.6155 0.9329
H -2.61332 -1.34401 4.37818 0.0845 -0.2042 -0.1539
H -1.62677 -2.20833 5.34766 0.2101 -0.0266 0.1998
H -1.46764 -2.35712 3.68052 -0.2460 0.0558 0.1069
H -0.99649 0.25606 4.97471 0.0019 0.0132 -0.5327
H 0.28357 -0.91817 4.77269 -0.0333 -0.0056 -0.2554
```
Positions in Å, forces in eV/Å.

Summary:
multiplicity = 3
highest occupied orbital energy (spin up / spin down) = -16.51 / -16.51 eV
<S²> = 2.00
net charge = +3
ΔE to the lowest compared entry with this formula, charge and spin = 0.0 kcal/mol
HOMO-LUMO gap (spin up / spin down) = 7.71 / 7.72 eV